[1]
# C11H15NS

A structure of composition C11H15NS in a non-equilibrium geometry (ωB97M-V/def2-TZVPD, OMol25).

```
28
C11H15NS ωB97M-V/def2-TZVPD
C 2.76 1.15 0.06
C -2.01 0.31 -0.11
C -0.02 1.31 -1.11
C -0.09 1.06 1.30
C -0.45 -1.15 -1.42
C -0.54 -1.27 1.14
C -0.93 1.38 0.05
C -1.32 -1.11 -0.21
C 0.61 -0.08 -1.22
C 0.66 -0.28 1.21
C 1.48 -0.40 0.01
N 3.40 2.09 0.21
S 2.30 -1.98 -0.27
H -2.67 0.27 0.73
H -2.76 0.43 -0.92
H -0.63 1.61 -2.03
H 0.71 2.13 -1.11
H 0.62 1.88 1.63
H -0.73 1.09 2.24
H 0.02 -2.10 -1.69
H -1.05 -0.98 -2.29
H -1.23 -0.93 1.99
H -0.20 -2.25 1.23
H -1.45 2.42 0.07
H -1.94 -1.91 -0.35
H 1.30 -0.04 -2.04
H 1.12 -0.50 2.07
H 3.04 -2.12 0.83
```

Calculated values
**M**: 193.3 g mol⁻¹
**Highest occupied orbital energy**: -0.3634 Eh
**Lowest unoccupied orbital energy**: 0.4 eV
**Energy**: -881.00700 Eh
**Charge**: 0
**ΔE to the lowest compared entry with this formula, charge and spin**: 244.5 kJ/mol

[2]
# C5H10N4

The molecule C5H10N4 in a non-equilibrium geometry (ωB97M-V/def2-TZVPD, OMol25).

```
19
C5H10N4 ωB97M-V/def2-TZVPD
H 2.70 -1.07 -0.22
N 1.96 -1.69 -0.05
C 1.00 -0.99 0.22
N -0.26 -1.58 0.20
N -1.04 -0.66 -0.55
C -2.42 -0.38 -0.31
C -1.35 0.38 0.38
C -0.44 1.39 0.00
C 0.81 0.64 0.25
N 1.98 1.19 -0.42
H -0.39 -2.53 -0.30
H -3.20 0.07 -0.96
H -2.93 -1.00 0.35
H -1.30 0.28 1.43
H -0.50 2.26 0.69
H -0.69 1.49 -0.99
H 0.94 0.87 1.29
H 2.52 0.62 -1.33
H 2.60 0.71 0.33
```

Calculated values
**M**: 126.2 g mol⁻¹
**Highest occupied orbital energy**: -0.3100 Eh
**Lowest unoccupied orbital energy**: 1.0 eV
**Energy**: -415.30655 Eh
**Charge**: 0
**ΔE to the lowest compared entry with this formula, charge and spin**: 657.2 kJ/mol

[3]
# C46H56IrN4O2PTe

A structure of composition C46H56IrN4O2PTe in a non-equilibrium geometry (ωB97M-V/def2-TZVPD, OMol25).

```
111
C46H56IrN4O2PTe ωB97M-V/def2-TZVPD
Ir 0.33 0.14 -0.92
C 1.37 -0.02 -3.71
C 2.17 1.05 -3.00
N 2.24 0.70 -1.54
C 3.25 -0.35 -1.26
C 2.07 -2.65 -0.81
N 0.76 -2.26 -1.34
C 0.33 -2.61 -2.70
C -0.56 -1.53 -3.29
N 0.04 -0.19 -3.04
H 1.24 0.23 -4.77
H 1.89 -0.97 -3.67
H 3.17 1.16 -3.43
H 1.67 2.01 -3.05
H 2.52 1.56 -1.05
H 3.53 -0.85 -2.18
H 4.13 0.07 -0.79
H 1.87 -3.16 0.14
H 1.80 -0.91 0.03
H 0.04 -2.55 -0.67
H 1.21 -2.78 -3.30
H -0.23 -3.55 -2.70
H -0.70 -1.70 -4.36
H -1.53 -1.53 -2.82
H -0.59 0.52 -3.41
C 4.59 -2.47 -3.40
C 3.82 -3.66 -2.83
C 2.95 -4.29 -3.93
C 3.16 -3.58 -1.41
C 4.35 -3.46 -0.39
O 4.06 -2.85 0.87
C 3.48 -1.64 0.88
N 2.69 -1.36 -0.29
C 3.30 -0.87 2.05
C 4.21 -1.16 3.09
C 4.16 -0.52 4.31
C 3.18 0.44 4.52
C 2.27 0.73 3.52
C 2.29 0.11 2.26
P 0.80 0.69 1.32
C 0.95 2.48 1.32
C -0.28 3.22 0.95
C -0.24 4.76 1.04
C 1.16 5.30 1.13
C 2.24 4.54 1.24
C 2.14 3.10 1.38
C -0.54 0.13 2.40
C -1.37 0.95 3.15
C -2.37 0.40 3.95
C -2.54 -0.98 4.00
C -1.69 -1.81 3.28
C -0.70 -1.26 2.49
H 5.27 -2.83 -4.17
H 5.20 -1.94 -2.67
H 3.93 -1.76 -3.91
H 4.58 -4.42 -2.61
H 2.38 -3.55 -4.49
H 2.27 -5.06 -3.54
H 3.60 -4.77 -4.66
H 2.73 -4.57 -1.29
H 5.19 -2.93 -0.84
H 4.69 -4.46 -0.12
H 4.98 -1.91 2.92
H 4.87 -0.77 5.08
H 3.11 0.95 5.47
H 1.51 1.47 3.73
H -1.23 2.80 1.24
H -0.75 5.04 1.98
H 1.25 6.38 1.17
H 3.22 5.00 1.33
H 3.05 2.53 1.59
H -1.23 2.02 3.17
H -3.00 1.04 4.54
H -3.32 -1.40 4.62
H -1.80 -2.89 3.35
H -0.03 -1.92 1.95
Te -0.44 2.64 -1.20
C -1.08 5.41 -0.04
C -0.52 5.87 -1.23
C -1.32 6.44 -2.21
C -2.69 6.56 -2.01
C -3.26 6.11 -0.82
C -2.46 5.55 0.16
H 0.55 5.81 -1.38
H -0.88 6.82 -3.12
H -3.31 7.02 -2.77
H -4.32 6.22 -0.66
H -2.90 5.22 1.09
C -7.24 -2.57 2.09
C -5.99 -1.94 1.55
C -5.83 -0.55 1.56
C -4.69 0.04 1.05
C -4.60 1.55 1.08
C -3.67 -0.78 0.51
C -2.51 -0.12 0.04
O -1.51 -0.68 -0.48
C -3.83 -2.20 0.48
C -2.79 -3.13 -0.09
C -4.98 -2.74 1.00
H -7.83 -1.87 2.67
H -7.00 -3.44 2.71
H -7.85 -2.93 1.26
H -6.61 0.06 1.98
H -5.50 1.96 1.53
H -4.52 1.97 0.07
H -3.75 1.89 1.67
H -2.48 0.96 0.14
H -2.58 -2.90 -1.13
H -3.15 -4.16 -0.03
H -1.86 -3.06 0.48
H -5.12 -3.81 0.99
```

Calculated values
**M**: 1047.8 g mol⁻¹
**Multiplicity**: 2
**Highest occupied orbital energy (spin up / spin down)**: -0.5421 / -0.5505 Eh
**Lowest unoccupied orbital energy (spin up / spin down)**: -8.0 / -8.3 eV
**Energy**: -2868.75604 Eh
**Charge**: +3
**ΔE to the lowest compared entry with this formula, charge and spin**: 325.6 kJ/mol

[4]
# C4H7NO

The molecule C4H7NO (ωB97M-V/def2-TZVPD, OMol25).

```
13
C4H7NO ωB97M-V/def2-TZVPD
C 1.07 -1.32 0.07
C 0.39 -0.01 -0.30
C -1.14 -0.05 -0.32
O -1.51 1.29 0.06
C -0.39 1.81 0.62
N 0.68 1.14 0.58
H 2.16 -1.19 0.12
H 0.86 -2.07 -0.70
H 0.71 -1.70 1.03
H 0.77 0.29 -1.28
H -1.50 -0.76 0.43
H -1.60 -0.26 -1.28
H -0.51 2.83 0.98
```

Calculated values
**M**: 85.1 g mol⁻¹
**Highest occupied orbital energy**: -0.3515 Eh
**Lowest unoccupied orbital energy**: 1.0 eV
**Energy**: -286.59178 Eh
**Charge**: 0
**ΔE to the lowest compared entry with this formula, charge and spin**: 104.7 kJ/mol

[5]
# C2H3Cl5O

A cluster of 2 separate species, C2H3Cl5O in total in a non-equilibrium geometry (ωB97M-V/def2-TZVPD, OMol25).

```
11
C2H3Cl5O ωB97M-V/def2-TZVPD
Cl -0.99 0.72 -0.80
C 0.24 0.93 0.47
Cl -0.26 0.59 2.10
C 1.49 0.07 0.09
Cl 2.81 0.46 1.31
Cl 1.11 -1.63 0.28
Cl 2.01 0.57 -1.59
H 0.55 1.98 0.31
O -1.96 -1.37 -0.83
H -2.83 -1.68 -1.15
H -2.17 -0.64 -0.20
```

Calculated values
**M**: 220.3 g mol⁻¹
**Highest occupied orbital energy**: -0.3774 Eh
**Lowest unoccupied orbital energy**: 0.4 eV
**Energy**: -2454.14856 Eh
**Charge**: 0
**ΔE to the lowest compared entry with this formula, charge and spin**: 109.3 kJ/mol

[6]
# C20H60N12O8

A cluster of 8 separate species, C20H60N12O8 in total in a non-equilibrium geometry (ωB97M-V/def2-TZVPD, OMol25).

```
100
C20H60N12O8 ωB97M-V/def2-TZVPD
C -3.68 2.54 -0.59
O -4.44 3.53 -0.39
N -3.97 1.42 -0.15
N -2.73 2.67 -1.35
H -4.76 1.31 0.46
H -3.53 0.60 -0.56
H -2.51 3.65 -1.45
H -2.10 1.90 -1.54
C 1.48 -6.18 -1.53
O 2.60 -5.84 -1.21
N 1.12 -7.11 -2.38
N 0.43 -5.51 -1.07
H 1.82 -7.61 -2.91
H 0.18 -6.88 -2.68
H 0.61 -4.66 -0.55
H -0.25 -5.53 -1.81
C 1.33 3.37 -2.60
O 0.90 2.36 -3.20
N 2.01 3.31 -1.45
N 1.23 4.60 -2.99
H 1.67 2.49 -0.97
H 2.59 4.01 -1.01
H 0.66 4.80 -3.79
H 1.59 5.30 -2.35
C -0.44 1.66 4.52
O -0.15 2.49 5.32
N 0.37 0.73 4.17
N -1.53 1.52 3.80
H 1.02 0.39 4.87
H 0.03 0.14 3.42
H -1.74 0.71 3.23
H -2.08 2.36 3.83
C -5.15 -3.72 3.16
C -3.88 -2.85 3.31
C -3.75 -2.41 4.78
O -2.66 -1.48 4.82
C -2.50 -0.79 6.03
N -2.79 -3.63 2.75
H -4.96 -4.65 3.71
H -5.27 -3.88 2.09
H -6.13 -3.44 3.55
H -4.04 -1.98 2.69
H -3.37 -3.29 5.30
H -4.66 -1.92 5.14
H -2.63 0.29 5.89
H -1.59 -1.19 6.48
H -3.31 -1.18 6.65
H -2.02 -3.06 3.06
H -2.80 -3.30 1.79
C 2.33 -2.79 -4.52
C 3.01 -3.91 -3.76
C 4.15 -4.55 -4.65
O 3.65 -5.15 -5.89
C 2.83 -6.34 -5.60
N 3.63 -3.24 -2.61
H 2.09 -3.19 -5.51
H 2.94 -1.89 -4.52
H 1.37 -2.46 -4.13
H 2.36 -4.73 -3.46
H 4.85 -5.26 -4.21
H 4.66 -3.76 -5.21
H 3.28 -7.02 -4.87
H 2.91 -6.95 -6.49
H 1.81 -5.97 -5.46
H 3.63 -4.00 -1.94
H 4.57 -2.97 -2.89
C 0.92 -2.89 1.43
C 0.56 -1.90 0.31
C 1.30 -0.50 0.28
O 0.58 0.56 -0.38
C -0.49 1.21 0.34
N 0.62 -2.60 -0.95
H 0.47 -3.86 1.20
H 0.53 -2.41 2.32
H 1.99 -3.10 1.45
H -0.50 -1.71 0.52
H 2.33 -0.55 -0.07
H 1.48 -0.24 1.33
H -1.22 0.45 0.60
H -0.90 2.11 -0.11
H 0.09 1.46 1.23
H 0.22 -1.91 -1.57
H 1.55 -2.79 -1.29
C 0.34 6.72 2.24
C 0.09 6.85 0.77
C 0.84 7.97 0.07
O 0.51 7.99 -1.31
C 1.14 9.10 -2.03
N 0.45 5.54 0.18
H -0.29 6.01 2.79
H -0.03 7.63 2.72
H 1.39 6.59 2.51
H -0.96 6.98 0.51
H 1.91 7.90 0.22
H 0.66 8.88 0.65
H 1.21 8.88 -3.09
H 2.13 9.37 -1.66
H 0.54 9.96 -1.75
H 0.29 5.51 -0.81
H -0.06 4.84 0.71
```

Calculated values
**M**: 596.8 g mol⁻¹
**Multiplicity**: 2
**Highest occupied orbital energy (spin up / spin down)**: 0.0028 / -0.2405 Eh
**Lowest unoccupied orbital energy (spin up / spin down)**: 2.2 / 2.1 eV
**Energy**: -2056.87437 Eh
**Charge**: -1
**ΔE to the lowest compared entry with this formula, charge and spin**: 294.2 kJ/mol

[7]
# C5H10N2O2

A cluster of 2 separate species, C5H10N2O2 in total in a non-equilibrium geometry (ωB97M-V/def2-TZVPD, OMol25).

```
19
C5H10N2O2 ωB97M-V/def2-TZVPD
C -1.89 0.34 -0.77
C -0.58 -0.08 -0.23
N -0.43 -0.78 0.81
C 0.97 -1.01 1.09
C 1.76 -0.46 -0.13
C 0.71 0.39 -0.86
H -1.98 1.43 -0.70
H -2.70 -0.12 -0.22
H -1.97 0.07 -1.82
H 1.13 -2.07 1.25
H 1.22 -0.49 2.02
H 2.09 -1.28 -0.76
H 2.63 0.11 0.17
H 0.83 1.45 -0.63
H 0.73 0.28 -1.94
O -2.26 2.76 2.39
N -1.73 1.82 1.87
O -1.95 0.63 2.52
H -1.47 -0.07 2.00
```

Calculated values
**M**: 130.1 g mol⁻¹
**Highest occupied orbital energy**: -0.3630 Eh
**Lowest unoccupied orbital energy**: 0.8 eV
**Energy**: -456.42232 Eh
**Charge**: 0
**ΔE to the lowest compared entry with this formula, charge and spin**: 346.3 kJ/mol

[8]
# C20H20N2O3S

The molecule C20H20N2O3S (ωB97M-V/def2-TZVPD, OMol25).

```
46
C20H20N2O3S ωB97M-V/def2-TZVPD
C 3.19 1.89 1.80
N 2.19 1.67 0.79
C 0.95 2.22 0.76
C 0.26 1.76 -0.33
S -1.39 2.23 -0.79
O -1.84 1.35 -1.83
O -1.40 3.64 -1.04
C -2.40 1.95 0.73
C -3.26 0.74 0.50
O -4.44 0.86 0.26
N -2.66 -0.48 0.49
C -3.32 -1.55 -0.25
C -2.50 -1.80 -1.52
C -1.13 -2.35 -1.11
C -0.58 -1.68 0.11
C 0.70 -1.99 0.53
C 1.23 -1.46 1.70
C 0.45 -0.65 2.49
C -0.84 -0.33 2.09
C -1.34 -0.79 0.88
C 1.13 0.88 -1.04
C 1.01 0.14 -2.21
C 2.08 -0.63 -2.60
C 3.26 -0.68 -1.85
C 3.41 0.06 -0.69
C 2.33 0.84 -0.29
H 2.82 2.62 2.52
H 4.11 2.26 1.35
H 3.41 0.96 2.33
H 0.63 2.91 1.51
H -1.70 1.90 1.55
H -3.04 2.83 0.82
H -4.33 -1.21 -0.49
H -3.37 -2.45 0.37
H -2.38 -0.84 -2.03
H -3.01 -2.49 -2.17
H -0.42 -2.24 -1.93
H -1.22 -3.42 -0.90
H 1.30 -2.66 -0.07
H 2.24 -1.72 2.00
H 0.82 -0.28 3.43
H -1.47 0.25 2.75
H 0.10 0.19 -2.78
H 2.02 -1.21 -3.51
H 4.08 -1.30 -2.19
H 4.32 0.03 -0.12
```

Calculated values
**M**: 368.5 g mol⁻¹
**Highest occupied orbital energy**: -0.3082 Eh
**Lowest unoccupied orbital energy**: 0.4 eV
**Energy**: -1507.56513 Eh
**Charge**: 0
**ΔE to the lowest compared entry with this formula, charge and spin**: 62.4 kJ/mol

[9]
# C17H22N6O2S2

The molecule C17H22N6O2S2 in a non-equilibrium geometry (ωB97M-V/def2-TZVPD, OMol25).

```
49
C17H22N6O2S2 ωB97M-V/def2-TZVPD
C -4.68 -3.29 -0.98
N -4.00 -2.49 -2.05
C -3.55 -3.15 -3.33
S -3.97 -0.66 -2.13
O -4.68 -0.25 -3.31
O -4.61 -0.05 -0.97
N -2.37 -0.35 -2.40
C -2.21 1.10 -2.61
C -0.67 1.50 -2.97
N 0.25 1.15 -1.85
C 1.65 1.57 -1.82
C 2.37 1.45 -0.47
C 3.78 1.50 -0.53
C 4.60 1.40 0.64
C 3.94 1.26 1.82
C 2.55 1.04 1.89
C 1.81 1.28 0.76
N 1.89 0.51 3.05
C 2.50 0.46 4.30
N 1.63 0.20 5.32
C 2.16 0.52 6.52
C 3.48 0.78 6.73
N 4.38 0.93 5.79
C 3.84 0.99 4.50
S 5.00 1.10 3.24
C -0.03 -0.28 -1.55
C -1.54 -0.68 -1.26
H -5.20 -2.75 -0.13
H -5.52 -3.86 -1.42
H -4.02 -4.09 -0.62
H -2.69 -3.93 -3.18
H -4.29 -3.75 -3.79
H -3.32 -2.39 -4.04
H -2.96 1.53 -3.27
H -2.49 1.64 -1.72
H -0.71 2.58 -3.05
H -0.28 1.09 -3.88
H 2.16 0.97 -2.63
H 1.68 2.60 -2.12
H 4.15 1.59 -1.55
H 5.70 1.56 0.66
H 0.71 1.22 0.87
H 0.90 0.50 3.05
H 1.59 0.32 7.44
H 3.75 0.98 7.76
H 0.16 -0.87 -2.44
H 0.60 -0.52 -0.69
H -1.50 -1.75 -1.28
H -1.97 -0.23 -0.34
```

Calculated values
**M**: 406.5 g mol⁻¹
**Highest occupied orbital energy**: -0.2738 Eh
**Lowest unoccupied orbital energy**: 0.0 eV
**Energy**: -1936.26033 Eh
**Charge**: 0
**ΔE to the lowest compared entry with this formula, charge and spin**: 363.1 kJ/mol

[10]
# C13H17P

The molecule C13H17P in a non-equilibrium geometry (ωB97M-V/def2-TZVPD, OMol25).

```
31
C13H17P ωB97M-V/def2-TZVPD
C 1.08 2.69 -3.07
C 0.00 2.31 -2.23
C 2.26 1.98 -3.05
C 0.24 1.36 -1.22
C 2.58 1.08 -2.03
C 1.51 0.81 -1.13
C -0.07 -0.79 0.89
C -0.37 -0.14 2.00
C -0.85 -1.88 0.30
C 0.55 0.90 2.53
C -1.61 -0.35 2.78
C -1.26 -1.55 -1.14
C -1.04 -3.14 1.08
P 1.69 -0.36 0.18
H 0.75 3.38 -3.87
H -0.90 2.75 -2.34
H 3.12 2.21 -3.71
H -0.53 1.13 -0.57
H 3.60 0.53 -1.79
H 1.19 1.27 1.82
H -0.06 1.73 3.02
H 1.22 0.42 3.30
H -2.28 0.11 2.23
H -1.92 -1.39 2.93
H -1.49 0.16 3.69
H -2.20 -2.15 -1.31
H -0.62 -2.05 -1.87
H -1.39 -0.50 -1.35
H -1.04 -3.97 0.33
H -1.94 -3.29 1.73
H -0.23 -3.28 1.87
```

Calculated values
**M**: 204.3 g mol⁻¹
**Highest occupied orbital energy (spin up / spin down)**: -0.2611 / -0.2520 Eh
**Lowest unoccupied orbital energy (spin up / spin down)**: 0.5 / -0.6 eV
**Energy**: -846.73060 Eh
**Charge**: 0
**ΔE to the lowest compared entry with this formula, charge and spin**: 340.5 kJ/mol

[11]
# C4H7ClN2O

The molecule C4H7ClN2O in a non-equilibrium geometry (ωB97M-V/def2-TZVPD, OMol25).

```
15
C4H7ClN2O ωB97M-V/def2-TZVPD
O 1.21 2.59 0.09
C 0.44 1.98 -0.74
N 0.28 0.66 -0.59
C -0.68 -0.29 -0.92
C -0.93 -0.86 0.47
Cl -1.65 -2.56 0.27
C 0.47 -0.83 1.03
N 1.31 -0.11 0.00
H -0.29 2.38 -1.47
H -1.62 0.21 -1.24
H -0.46 -1.07 -1.77
H -1.58 -0.38 1.20
H 0.83 -1.89 1.20
H 0.49 -0.21 2.07
H 2.17 0.38 0.38
```

Calculated values
**M**: 134.6 g mol⁻¹
**Highest occupied orbital energy**: -0.3268 Eh
**Lowest unoccupied orbital energy**: 0.7 eV
**Energy**: -801.47820 Eh
**Charge**: 0
**ΔE to the lowest compared entry with this formula, charge and spin**: 222.5 kJ/mol

[12]
# C3H5FO

A structure of composition C3H5FO in a non-equilibrium geometry (ωB97M-V/def2-TZVPD, OMol25).

```
10
C3H5FO ωB97M-V/def2-TZVPD
C -0.59 -0.03 0.48
C 0.48 1.04 0.16
C 0.57 -1.01 0.15
H -0.93 -0.07 1.52
H 0.17 1.84 -0.48
H 1.02 1.49 1.04
H 1.08 -1.36 1.09
H 0.44 -1.90 -0.49
O 1.31 0.03 -0.51
F -1.67 -0.03 -0.37
```

Calculated values
**M**: 76.1 g mol⁻¹
**Highest occupied orbital energy**: -0.3728 Eh
**Lowest unoccupied orbital energy**: 1.0 eV
**Energy**: -292.35613 Eh
**Charge**: 0
**ΔE to the lowest compared entry with this formula, charge and spin**: 105.5 kJ/mol